# 1
{
  "formula": "C15H17CdN3O6S5",
  "method": "the ωB97M-V functional and the def2-TZVPD basis",
  "species": ["Cd", "C", "O", "C", "O", "N", "N", "H", "H", "H", "H", "H", "H", "O", "C", "O", "C", "C", "C", "C", "C", "C", "S", "H", "H", "H", "H", "O", "C", "S", "C", "C", "S", "S", "S", "C", "N", "C", "C", "O", "H", "H", "H", "H", "H", "H", "H"],
  "positions_angstrom": [[0.1754, 0.5309, -0.2362], [4.1926, -3.9538, 0.3630], [2.9172, -3.6679, -0.1582], [2.4038, -2.3934, -0.0224], [1.5590, -2.0308, -0.7826], [3.0128, -1.6678, 0.9706], [2.6384, -0.3135, 1.0872], [4.5287, -4.8603, -0.1437], [4.1587, -4.1352, 1.4433], [4.8919, -3.1389, 0.1553], [3.1005, -2.1807, 1.8497], [3.3525, 0.1796, 1.6154], [1.7258, -0.2239, 1.5576], [-1.1082, -1.2628, 3.5898], [-0.6410, -0.3320, 2.9209], [0.0209, -0.4890, 1.8519], [-0.7900, 1.0786, 3.4775], [-1.4873, 1.1630, 4.6786], [-1.6520, 2.3468, 5.3661], [-1.1059, 3.5109, 4.8413], [-0.4381, 3.4607, 3.6421], [-0.2738, 2.2652, 2.9217], [0.6012, 2.4711, 1.4302], [-1.9053, 0.2385, 5.0581], [-2.1985, 2.3659, 6.3010], [-1.2187, 4.4526, 5.3681], [-0.0118, 4.3565, 3.2116], [1.1259, 4.9575, -5.5382], [0.9094, 4.0622, -4.7516], [-0.6861, 3.6496, -4.1526], [-0.2330, 2.2600, -3.1343], [1.0889, 1.9660, -3.0937], [1.8541, 0.6966, -2.2262], [2.1402, 3.0086, -4.0754], [-1.4922, 1.4510, -2.2933], [-2.4669, -1.5331, -4.1133], [-2.4269, -1.8543, -2.7103], [-3.7004, -1.9007, -2.0308], [-1.3374, -1.5487, -1.9619], [-1.3409, -1.5321, -0.7492], [-3.0272, -2.2988, -4.6612], [-1.4522, -1.4805, -4.4999], [-2.9360, -0.5553, -4.2673], [-4.3122, -2.7173, -2.4245], [-4.2317, -0.9503, -2.1456], [-3.4978, -2.0556, -0.9722], [-0.4286, -1.3948, -2.5582]],
  "lowdin_charge": [1.1324, -0.1138, -0.0458, -0.5563, 0.0434, -0.0147, 0.0039, 0.0832, 0.0799, 0.0905, 0.1400, 0.0807, -0.0091, -0.0275, -0.6440, -0.2183, -0.1534, -0.0649, -0.1348, -0.1361, -0.1833, -0.6641, 0.4503, 0.1005, 0.0764, 0.0833, 0.0694, -0.1365, -1.1011, 0.8859, -1.2250, -1.2401, 0.3782, 0.8866, 0.3981, -0.0935, -0.2082, -0.0625, -0.4550, -0.0773, 0.0761, 0.0872, 0.0695, 0.0781, 0.0901, 0.0841, 0.0977],
  "relative_energy_kcal_mol": 19.6,
  "total_charge": -2,
  "multiplicity": 1,
  "e_tot_ha": -3356.32879
}

# 2
{
  "formula": "C15H17ClN2O3S",
  "method": "the ωB97M-V functional and the def2-TZVPD basis",
  "species": ["C", "C", "O", "O", "C", "C", "C", "C", "C", "C", "C", "C", "C", "O", "Cl", "C", "C", "C", "N", "S", "N", "C", "H", "H", "H", "H", "H", "H", "H", "H", "H", "H", "H", "H", "H", "H", "H", "H", "H"],
  "positions_angstrom": [[-1.2876, -1.0900, -3.5265], [-0.7539, -2.4162, -2.8086], [0.3392, -2.9107, -3.2336], [-1.4002, -3.1209, -1.7528], [-2.0218, -2.2289, -0.7923], [-0.9605, -1.4133, 0.1240], [0.2926, -2.2977, 0.6091], [1.1690, -1.6364, 1.7856], [2.1427, -0.4498, 1.3124], [1.4041, 0.8403, 0.7213], [0.2738, 1.6526, 1.3993], [-0.3104, 1.2063, 2.8243], [-1.4661, 2.2148, 3.3703], [-2.6357, 2.0665, 2.9037], [-1.1873, 3.5069, 4.6274], [-0.3000, 2.9465, 0.6509], [0.2193, 3.4159, -0.7521], [1.3371, 2.6009, -1.4948], [1.8497, 2.9480, -2.8022], [3.0256, 1.6971, -3.0312], [2.8808, 0.7641, -1.5867], [1.8732, 1.3426, -0.7077], [-0.8774, -1.1100, -4.6100], [-2.4249, -1.0242, -3.6149], [-0.8241, -0.1532, -3.0394], [-2.7315, -1.4482, -1.2599], [-2.6469, -2.8636, -0.0623], [-0.5249, -0.5923, -0.5736], [-1.5755, -0.9682, 0.9919], [0.9181, -2.6350, -0.3039], [-0.1546, -3.2805, 1.0408], [1.8599, -2.4813, 2.1844], [0.5028, -1.3564, 2.6922], [2.8731, -0.1084, 2.1465], [2.8100, -0.8769, 0.4640], [-0.8692, 0.2064, 2.6447], [0.5242, 1.0726, 3.5934], [-1.1169, 3.6173, 1.1099], [-0.2258, 4.3633, -1.2435]],
  "lowdin_charge": [-0.0113, -0.3947, 0.0300, -0.0587, -0.1945, -0.1635, -0.1816, -0.2055, -0.1567, -0.0805, -0.1011, -0.1150, -0.6933, -0.0286, 0.5933, 0.0087, -0.0036, -0.3199, -0.2574, 0.9035, -0.2795, -0.1978, 0.1035, 0.0874, 0.0930, 0.1262, 0.1351, 0.1041, 0.1169, 0.1268, 0.1240, 0.1192, 0.0987, 0.1275, 0.1163, 0.1012, 0.1265, 0.0981, 0.1033],
  "multiplicity": 1,
  "e_tot_ha": -1775.13693,
  "smiles": "CC(=O)OCCCCCc1c(CC(=O)Cl)ccc2nsnc12"
}

# 3
{
  "formula": "C15H17F5N2O8P",
  "method": "the ωB97M-V functional and the def2-TZVPD basis",
  "species": ["N", "P", "C", "C", "N", "C", "C", "C", "C", "O", "O", "C", "C", "C", "F", "F", "F", "H", "H", "H", "H", "H", "H", "H", "H", "H", "H", "H", "C", "C", "O", "C", "O", "O", "F", "H", "H", "H", "C", "C", "O", "C", "O", "O", "F", "H", "H", "H"],
  "positions_angstrom": [[0.8707, -1.7796, -0.1647], [1.1235, -0.1965, 0.0916], [0.6708, 0.0735, 1.9401], [-0.6020, -0.5921, 2.5400], [-0.9508, -0.4418, 3.9411], [-0.1958, 0.3402, 4.8902], [1.0898, 1.0345, 4.3986], [1.5466, 0.9332, 2.8922], [2.8658, 1.7104, 2.4452], [3.9922, 1.1526, 2.5363], [2.8579, 3.0453, 1.9693], [1.7305, 3.8156, 2.4722], [2.1436, 5.3904, 2.4916], [2.6769, 5.8511, 3.9388], [3.2187, 4.7897, 4.7154], [3.7100, 6.8163, 3.7912], [1.6408, 6.4349, 4.7420], [0.1449, -1.8940, -0.8910], [2.5181, 0.0260, -0.1613], [0.2945, 0.5646, -0.7959], [-1.2380, -1.2130, 1.8127], [-1.8152, -0.9048, 4.2556], [-0.4923, 0.4699, 5.9920], [1.7772, 1.6616, 5.0788], [1.4144, 3.5665, 3.5408], [0.7982, 3.6472, 1.8073], [2.9198, 5.5648, 1.6760], [1.1647, 5.9675, 2.3163], [-3.2234, -5.2622, -1.8230], [-2.4778, -5.0310, -0.5485], [-1.3905, -4.2228, -0.9533], [-1.8413, -3.5226, -2.0293], [-1.2990, -2.5482, -2.4751], [-2.9857, -4.0556, -2.5357], [-1.9911, -6.1907, -0.0522], [-2.8287, -6.1060, -2.3957], [-4.2905, -5.4183, -1.6593], [-3.0549, -4.5117, 0.2226], [-1.8777, -0.4596, -5.7152], [-1.1345, -1.7528, -5.6174], [-0.1702, -1.6524, -6.6452], [0.0851, -0.3196, -6.7723], [1.0315, 0.1317, -7.3466], [-0.8689, 0.4375, -6.1557], [-1.9470, -2.8020, -5.8913], [-2.6838, -0.4911, -6.4539], [-2.2928, -0.1443, -4.7566], [-0.6342, -1.9120, -4.6587]],
  "lowdin_charge": [-0.2979, 0.7619, -0.1813, 0.0464, 0.0572, 0.0374, 0.0686, -0.0182, -0.3607, 0.1220, -0.0148, -0.1643, -0.0010, -0.3827, 0.0548, 0.0691, 0.0513, -0.0668, 0.0365, 0.0219, 0.1431, 0.1656, 0.1540, 0.1421, 0.1173, 0.1463, 0.1463, 0.1438, -0.0559, -0.3241, 0.1345, -0.5142, 0.1328, 0.0882, 0.0898, 0.1554, 0.1483, 0.1736, -0.0699, -0.3338, 0.1438, -0.5298, 0.1748, 0.0715, 0.0780, 0.1491, 0.1391, 0.1507],
  "total_charge": 1,
  "multiplicity": 1,
  "e_tot_ha": -2133.45775
}

# 4
{
  "formula": "C15H17F5O6SY",
  "method": "the ωB97M-V functional and the def2-TZVPD basis",
  "species": ["Y", "C", "C", "O", "C", "C", "O", "C", "C", "O", "C", "C", "O", "H", "H", "H", "H", "H", "H", "H", "H", "H", "H", "H", "H", "H", "H", "H", "H", "F", "C", "C", "F", "C", "F", "C", "S", "C", "F", "C", "F", "O", "C", "O", "H"],
  "positions_angstrom": [[0.5179, 0.1951, -1.0623], [-0.0822, 2.3004, 1.6173], [-1.3283, 1.5395, 1.2155], [-1.0076, 0.1886, 0.8534], [-0.7238, -0.7424, 1.9121], [0.7613, -0.8725, 2.1277], [1.3240, -1.1562, 0.8484], [2.7282, -1.4151, 0.8010], [3.4705, -0.1133, 0.7259], [2.9105, 0.6277, -0.3687], [3.0959, 2.0449, -0.2504], [2.1743, 2.6079, 0.8200], [0.9529, 1.8835, 0.7311], [0.2310, 2.0987, 2.6460], [-0.2640, 3.3728, 1.5153], [-1.7793, 1.9750, 0.3261], [-2.0628, 1.5513, 2.0213], [-1.1389, -1.6942, 1.5862], [-1.2240, -0.4261, 2.8289], [0.9571, -1.7061, 2.8066], [1.2017, 0.0370, 2.5432], [2.8945, -2.0208, -0.0899], [3.0436, -1.9925, 1.6717], [4.5344, -0.2801, 0.5462], [3.3619, 0.4570, 1.6508], [2.8760, 2.4586, -1.2311], [4.1342, 2.2713, -0.0052], [2.0029, 3.6706, 0.6334], [2.5781, 2.4997, 1.8308], [-5.9502, -2.2908, -1.4656], [-4.6269, -2.2682, -1.5466], [-3.9544, -1.0624, -1.5971], [-4.6192, 0.0899, -1.5620], [-2.5804, -1.0821, -1.6797], [-1.9503, 0.1353, -1.7164], [-1.8125, -2.2270, -1.7265], [-0.0575, -2.1833, -1.9114], [-2.5221, -3.4188, -1.6584], [-1.8800, -4.5834, -1.6877], [-3.9030, -3.4470, -1.5706], [-4.5448, -4.6066, -1.5118], [-0.1246, 2.2015, -1.9105], [0.5620, 1.9237, -2.9364], [1.2997, 0.8826, -2.9584], [0.5240, 2.5764, -3.8123]],
  "lowdin_charge": [1.4659, -0.1350, -0.1218, -0.2432, -0.1086, -0.1418, -0.2627, -0.1299, -0.1353, -0.2105, -0.1232, -0.1364, -0.2483, 0.1378, 0.1493, 0.1359, 0.1467, 0.1472, 0.1485, 0.1517, 0.1248, 0.1447, 0.1491, 0.1519, 0.1288, 0.1324, 0.1475, 0.1485, 0.1356, 0.1476, -0.1362, -0.1441, 0.1361, -0.2198, 0.0014, -0.5237, 0.6498, -0.2388, 0.1046, -0.1360, 0.1468, -0.1179, -0.4246, -0.1485, 0.1538],
  "relative_energy_kcal_mol": 0.0,
  "total_charge": 1,
  "multiplicity": 1,
  "e_tot_ha": -1968.96325
}

# 5
{
  "formula": "C15H17N2OS",
  "method": "the ωB97M-V functional and the def2-TZVPD basis",
  "species": ["C", "C", "C", "N", "C", "C", "C", "C", "C", "C", "N", "C", "C", "C", "C", "C", "C", "S", "H", "H", "H", "H", "H", "H", "H", "H", "H", "H", "H", "H", "H", "H", "H", "H", "O", "H"],
  "positions_angstrom": [[2.2012, -2.1181, 1.1894], [2.9074, -1.3377, 0.0571], [1.8514, -0.6256, -0.8418], [2.1743, 0.8295, -0.9496], [1.2795, 1.6951, -0.2420], [1.8212, 2.5980, 0.6650], [1.0518, 3.4865, 1.3744], [-0.3224, 3.5113, 1.2186], [-0.8671, 2.6100, 0.3393], [-0.1026, 1.7070, -0.3800], [-0.7239, 0.7967, -1.2893], [-1.7831, 0.0477, -0.6708], [-1.7824, -1.3267, -0.7382], [-2.8252, -2.0173, -0.1539], [-3.8419, -1.3495, 0.4829], [-3.8416, 0.0313, 0.5873], [-2.8001, 0.7015, -0.0027], [-2.6406, 2.4925, 0.0636], [2.9291, -2.8105, 1.6361], [1.3813, -2.7245, 0.7897], [1.8517, -1.3838, 1.9267], [3.5015, -2.0397, -0.5392], [3.5819, -0.5697, 0.4554], [0.8463, -0.8326, -0.4863], [1.9888, -1.0458, -1.8417], [2.2043, 1.1288, -1.9165], [2.9042, 2.6000, 0.7687], [1.5674, 4.1647, 2.0510], [-0.9557, 4.1869, 1.7861], [-1.1414, 1.3315, -2.0522], [-0.9412, -1.8317, -1.2364], [-2.8154, -3.1016, -0.2318], [-4.6563, -1.9311, 0.9125], [-4.6260, 0.5851, 1.0964], [0.3947, -3.2556, -1.8909], [0.2288, -4.2024, -1.9368]],
  "lowdin_charge": [-0.1253, -0.2388, -0.1982, -0.0016, -0.2068, -0.0384, -0.1050, -0.1185, -0.4509, -0.2216, 0.0541, -0.2751, -0.0040, -0.0763, -0.1120, -0.1217, -0.4609, 0.9861, 0.0550, 0.0601, 0.0630, 0.0921, 0.0855, 0.0749, 0.1051, 0.1077, 0.1085, 0.0989, 0.0997, 0.1333, 0.0700, 0.1096, 0.0969, 0.0977, -0.5516, -0.1915],
  "total_charge": -1,
  "multiplicity": 1,
  "e_tot_ha": -1164.71531
}

# 6
{
  "formula": "C15H17N3O3S",
  "method": "the ωB97M-V functional and the def2-TZVPD basis",
  "species": ["C", "N", "C", "S", "C", "C", "C", "O", "N", "C", "C", "C", "C", "C", "C", "O", "C", "C", "C", "O", "N", "C", "H", "H", "H", "H", "H", "H", "H", "H", "H", "H", "H", "H", "H", "H", "H", "H", "H"],
  "positions_angstrom": [[-2.4930, -3.0859, -1.4265], [-2.9110, -2.4434, -0.3594], [-3.0976, -1.1114, -0.3299], [-3.0357, 0.0355, -1.7050], [-3.4923, 1.2584, -0.3365], [-2.1599, 2.2545, -0.2783], [-1.1012, 1.6589, 0.2826], [-1.3100, 0.7439, 1.0436], [0.1671, 1.5279, -0.4659], [1.4055, 1.1916, -0.1017], [1.5783, 0.0770, 0.6700], [2.7738, -0.4884, 1.0673], [3.9613, -0.1869, 0.2233], [5.1239, -0.5759, 0.5491], [6.3393, -0.1240, -0.2619], [5.3739, -1.4450, 1.2616], [3.6740, 0.9341, -0.6836], [2.5628, 1.6487, -0.9800], [-3.8362, 0.5982, 0.6622], [-4.3421, 1.3486, 1.7816], [-3.7097, -0.6119, 0.7802], [-4.0205, -1.3161, 2.0105], [-2.3210, -2.3831, -2.5083], [-1.6200, -3.5715, -0.9664], [-3.2796, -3.7966, -1.8181], [-4.2455, 1.9752, -1.0687], [-1.9269, 2.9325, -1.2411], [-2.5050, 3.0066, 0.3703], [0.1821, 2.3726, -1.0098], [0.6875, -0.2883, 1.5136], [3.0533, -1.0790, 1.6314], [7.2963, -0.5534, -0.4015], [6.6466, 0.9098, -0.2694], [6.2101, -0.5125, -1.4953], [4.4712, 1.3455, -1.4729], [2.2733, 2.3718, -1.5284], [-4.5077, -0.8085, 2.7031], [-3.1617, -1.8546, 2.3800], [-4.7037, -1.9550, 1.7785]],
  "lowdin_charge": [-0.2374, -0.0385, -0.4986, 1.0215, -0.3949, -0.1100, -0.4479, 0.1036, 0.1375, -0.2311, -0.0093, 0.0948, -0.1454, -0.5952, -0.0211, 0.1546, -0.0102, 0.0298, -0.5624, -0.0811, -0.0125, 0.0740, 0.1190, 0.0910, 0.0944, 0.2085, 0.1833, 0.1199, 0.1201, 0.1899, -0.0110, 0.0354, 0.0566, 0.1639, 0.1498, 0.0337, 0.0561, 0.1232, 0.0460],
  "relative_energy_kcal_mol": 378.4,
  "multiplicity": 1,
  "e_tot_ha": -1369.46144,
  "smiles": "C/N=C1\\S[C@H](CC(=O)Nc2ccc(C(C)=O)cc2)C(=O)N1C"
}